Formula: C5H9NO
Source: the Open Molecules 2025 dataset
Level of theory: ωB97M-V/def2-TZVPD

XYZ file:
```
16
Properties=species:S:1:pos:R:3:forces:R:3
H 1.7462 -1.6254 1.7291 -0.1 0.0 0.0
N 0.9591 -0.9759 1.7770 0.3 0.3 -0.1
C 1.3245 0.1734 1.3766 -0.1 -0.1 0.1
C 0.3753 1.3324 1.3503 -0.1 0.0 0.0
H 2.3442 0.3881 1.0305 -0.1 -0.1 0.1
H -0.6379 0.9950 1.5830 0.1 0.1 0.0
H 0.6841 2.0839 2.0872 0.0 -0.1 -0.1
H 0.3892 1.8190 0.3676 0.0 -0.1 0.1
C -2.0590 -0.7212 -1.1239 0.1 0.0 0.0
C -0.7430 -0.9119 -1.0535 -0.1 0.0 0.0
C 0.1739 -0.0878 -1.8667 0.2 0.0 0.0
O 1.3824 -0.1604 -1.8186 -0.4 0.0 0.0
H -2.4884 0.0286 -1.7872 0.1 -0.1 0.1
H -2.7530 -1.3005 -0.5227 0.1 0.1 -0.1
H -0.2925 -1.6313 -0.3752 -0.1 0.1 -0.1
H -0.3247 0.6405 -2.5444 0.1 -0.1 0.1
```
Positions in Å, forces in eV/Å.

Largest force on an atom (eV Å⁻¹): 0.44
Multiplicity: 1
Total charge: 0
Calculated total energy (a.u.): -325.85460
E_HOMO (Eh): -0.3664
SMILES: [H]/N=C/C.C=CC=O
LUMO energy (eV): 0.26
Energy above the lowest of the compared OMol25 structures with the same formula, charge and spin (kJ/mol): 217.8